Below is a molecular structure, CH3NO2S, with properties calculated with the ωB97M-V functional and the def2-TZVPD basis.

The calculation puts the HOMO-LUMO gap (alpha / beta) at 7.81 / 7.79 eV. The value obtained for the molecular weight is 93.1 g mol⁻¹. The value obtained for the calculated total energy is -643.14861 Ha. Its LUMO energy (alpha / beta) is -1.817 / -1.816 eV. The charge is 0. Its energy relative to the best compared isomer or geometry (same formula, charge and spin) is 103.89 kcal per mole.

```
8
Properties=species:S:1:pos:R:3:lowdin_charge:R:1
C -0.1336 -0.0237 -0.5534 -0.44
N -2.9018 0.7349 1.2337 -0.44
O -3.9940 0.4179 0.8826 0.00
O -2.5349 1.5266 2.0304 0.09
S -1.7206 -0.7670 -0.0925 0.77
H -0.2733 0.9159 -0.7455 -0.04
H 0.1090 -0.4445 -1.5258 0.04
H 0.6073 -0.4098 0.1418 0.03
```